Record 1
{"formula": "C15H23N3O4S", "method": "wB97M-V/def2-TZVPD", "energy_ha": -1448.851429, "smiles": "CC(C)[C@@H]1CC[C@@H](C)C[C@H]1OC(=O)CSc1n[nH]c(=O)[nH]c1=O", "orbital_gap_ha": 0.326, "homo_energy_ha": -0.323, "relative_energy_kj_mol": 68.5, "symbols": ["C", "H", "H", "H", "C", "C", "C", "C", "C", "C", "H", "H", "H", "H", "H", "C", "C", "H", "H", "H", "C", "H", "H", "H", "H", "H", "O", "C", "O", "C", "H", "H", "S", "C", "N", "N", "C", "O", "N", "C", "O", "H", "H", "H", "H", "H"], "coordinates": [[-1.411, -3.889, -0.050], [-2.244, -4.532, -0.323], [-0.699, -3.881, -0.872], [-0.921, -4.313, 0.824], [-1.901, -2.474, 0.242], [-0.734, -1.573, 0.642], [-1.220, -0.153, 0.929], [-1.903, 0.452, -0.306], [-3.081, -0.452, -0.675], [-2.606, -1.871, -0.972], [-3.461, -2.493, -1.248], [-1.916, -1.857, -1.818], [-3.589, -0.048, -1.551], [-3.796, -0.483, 0.149], [-1.178, 0.421, -1.125], [-2.289, 1.931, -0.094], [-2.554, 2.617, -1.434], [-3.425, 2.188, -1.924], [-1.697, 2.512, -2.095], [-2.741, 3.677, -1.281], [-3.483, 2.126, 0.838], [-4.396, 1.749, 0.385], [-3.328, 1.623, 1.789], [-3.620, 3.187, 1.039], [-1.424, 2.426, 0.362], [-1.923, -0.172, 1.770], [-0.148, 0.663, 1.440], [0.912, 0.936, 0.696], [1.103, 0.593, -0.440], [1.913, 1.740, 1.510], [1.433, 2.204, 2.368], [2.442, 2.457, 0.887], [3.146, 0.567, 2.174], [4.185, 0.411, 0.791], [4.060, 1.186, -0.227], [4.885, 1.024, -1.269], [5.879, 0.086, -1.374], [6.584, -0.029, -2.343], [5.997, -0.711, -0.244], [5.210, -0.648, 0.890], [5.364, -1.384, 1.832], [6.723, -1.420, -0.271], [4.703, 1.630, -2.060], [-0.237, -1.966, 1.532], [-0.005, -1.543, -0.170], [-2.613, -2.515, 1.075]], "forces_ev_per_a": [[-0.2, 0.2, 0.2], [-0.1, -0.1, 0.0], [0.1, 0.0, -0.1], [0.1, -0.1, 0.1], [0.2, -0.1, -0.3], [-0.2, 0.1, 0.2], [-0.1, -0.4, -0.5], [0.0, 0.2, 0.3], [0.3, 0.0, -0.2], [-0.2, 0.0, 0.3], [0.0, -0.1, -0.1], [0.1, 0.0, -0.1], [-0.1, 0.1, 0.0], [-0.1, 0.0, 0.0], [0.0, 0.0, 0.1], [0.0, 0.0, -0.1], [0.1, -0.1, 0.2], [-0.1, 0.0, -0.1], [0.1, 0.0, -0.1], [-0.1, 0.1, 0.0], [0.3, 0.0, -0.1], [-0.1, -0.1, 0.0], [-0.1, -0.1, 0.2], [-0.1, 0.1, 0.1], [-0.1, 0.0, -0.1], [0.1, 0.0, -0.1], [-0.2, 0.1, 0.4], [0.5, 0.4, 0.0], [-0.2, -0.1, -0.2], [0.2, -0.4, -0.1], [0.1, 0.0, 0.0], [-0.2, 0.1, 0.0], [-0.4, 0.1, 0.5], [-0.2, 0.6, -0.6], [0.0, -0.3, 0.7], [0.1, 0.1, -0.4], [-0.1, 0.1, 0.1], [0.2, -0.1, -0.3], [0.1, -0.1, 0.0], [0.2, -0.1, -0.3], [-0.1, 0.0, 0.1], [-0.1, 0.1, 0.0], [0.1, -0.2, 0.2], [0.0, 0.0, 0.0], [0.0, 0.0, 0.0], [0.0, 0.0, 0.0]]}



Record 2
{"formula": "C15H23N5O3", "method": "wB97M-V/def2-TZVPD", "energy_ha": -1084.796724, "smiles": "[H]/N=C(\\N)NCCC[C@H](NC(=O)[C@@H](N)Cc1ccccc1)C(=O)O", "orbital_gap_ha": 0.337, "homo_energy_ha": -0.318, "relative_energy_kj_mol": 406.1, "symbols": ["C", "C", "C", "C", "C", "C", "C", "C", "C", "C", "C", "C", "C", "C", "C", "H", "H", "H", "H", "H", "H", "H", "H", "H", "H", "H", "H", "H", "H", "H", "H", "H", "H", "H", "H", "H", "H", "H", "N", "N", "N", "N", "N", "O", "O", "O"], "coordinates": [[1.280, 0.236, -0.059], [0.278, 0.034, 1.105], [2.604, 0.005, 0.897], [4.008, -0.230, 0.336], [4.324, -1.220, -0.576], [4.987, 0.601, 0.825], [5.680, -1.486, -1.005], [6.296, 0.262, 0.562], [6.703, -0.733, -0.400], [-1.404, 1.546, -0.159], [-1.878, 3.018, 0.144], [-2.604, 0.858, -0.713], [-2.328, -0.487, -1.157], [-3.429, -1.444, -1.667], [-4.427, -1.852, 0.565], [2.077, 1.741, -1.057], [1.067, 2.054, 0.109], [1.059, -0.660, -0.699], [2.405, -0.925, 1.331], [2.524, 0.865, 1.524], [3.539, -1.970, -0.896], [4.688, 1.273, 1.552], [5.970, -2.237, -1.692], [7.094, 0.457, 1.221], [7.751, -1.198, -0.388], [-1.558, 0.775, 1.709], [-0.699, 1.634, -0.972], [-3.101, 1.413, -1.520], [-3.295, 0.861, 0.134], [-1.692, -0.360, -1.989], [-1.727, -1.107, -0.298], [-3.724, -1.092, -2.632], [-2.855, -2.303, -2.060], [-5.458, -1.238, -0.999], [-3.620, -2.713, 1.903], [-6.109, -0.606, 1.165], [-5.442, -1.709, 2.344], [-2.224, 4.488, -0.747], [1.146, 1.503, -0.739], [-0.836, 0.937, 1.023], [-4.521, -1.577, -0.764], [-3.451, -2.619, 0.958], [-5.479, -1.331, 1.384], [0.428, -0.564, 2.177], [-1.845, 3.555, 1.210], [-2.203, 3.547, -0.987]], "forces_ev_per_a": [[1.1, -3.6, 1.8], [-2.5, 2.4, 1.6], [0.0, -0.1, -3.8], [-1.5, 1.1, -1.1], [0.6, -2.1, -1.3], [1.2, -1.7, -0.9], [-1.0, 2.2, 1.8], [1.4, -1.9, -1.3], [-0.9, -0.7, 1.4], [-0.5, 1.7, -0.1], [2.2, -3.9, 1.2], [-2.4, 0.6, 1.3], [1.6, -4.0, 1.7], [1.8, 0.9, -0.3], [0.5, -0.8, 0.2], [0.2, 0.0, -0.4], [-0.3, 1.3, -0.3], [0.7, 0.8, 0.1], [-0.7, -0.9, 1.4], [0.5, 0.2, 1.0], [0.8, 1.2, 0.2], [0.0, 1.5, 1.3], [-0.3, -0.9, -0.5], [0.7, 1.4, 0.7], [-1.5, 1.4, -0.3], [0.3, -0.1, 0.5], [0.1, 0.0, 0.3], [0.3, 0.2, 0.2], [-0.7, -0.2, 0.0], [1.3, -0.3, -1.1], [-1.4, 1.5, -2.1], [-1.2, 0.8, -0.4], [-0.6, -0.7, 1.2], [1.0, -0.1, -0.5], [0.4, -0.6, 2.9], [-0.3, 0.7, -0.4], [-0.4, 0.7, -1.0], [-0.5, 0.3, -0.6], [1.6, -0.1, 1.0], [0.7, -1.1, -0.5], [-2.3, 0.6, -0.2], [-1.4, 1.5, -1.9], [2.2, -2.5, 0.6], [-0.2, 0.3, -2.5], [-0.3, 0.7, 0.4], [-0.6, 2.4, -1.4]]}



Record 3
{"formula": "C15H23N5O3", "method": "wB97M-V/def2-TZVPD", "energy_ha": -1084.799348, "smiles": "CCCCn1nnnc1NCc1cc(OC)c(OC)c(OC)c1", "orbital_gap_ha": 0.327, "homo_energy_ha": -0.306, "relative_energy_kj_mol": 399.2, "symbols": ["C", "C", "C", "H", "H", "C", "N", "C", "N", "N", "N", "N", "H", "C", "C", "C", "C", "C", "C", "C", "H", "O", "C", "H", "H", "H", "O", "C", "H", "H", "H", "O", "C", "H", "H", "H", "H", "H", "H", "H", "H", "H", "H", "H", "H", "H"], "coordinates": [[5.882, -0.018, -0.110], [5.734, 1.245, 0.731], [4.313, 1.810, 0.743], [4.328, 2.778, 1.249], [3.980, 1.974, -0.284], [3.294, 0.925, 1.470], [2.821, -0.167, 0.669], [2.041, -0.161, -0.448], [1.884, -1.413, -0.840], [2.555, -2.158, 0.030], [3.111, -1.460, 0.921], [1.591, 0.960, -1.060], [1.486, 1.760, -0.449], [0.513, 0.814, -2.034], [-0.804, 0.541, -1.354], [-1.639, 1.573, -0.983], [-2.822, 1.332, -0.277], [-3.155, 0.021, 0.078], [-2.300, -1.031, -0.316], [-1.139, -0.766, -1.024], [-0.474, -1.559, -1.320], [-2.693, -2.286, 0.038], [-1.885, -3.376, -0.349], [-2.383, -4.260, 0.047], [-0.879, -3.304, 0.073], [-1.817, -3.455, -1.437], [-4.331, -0.249, 0.755], [-4.192, -0.846, 2.029], [-3.755, -1.843, 1.965], [-5.202, -0.915, 2.431], [-3.578, -0.223, 2.691], [-3.529, 2.463, -0.009], [-4.791, 2.417, 0.619], [-5.166, 3.440, 0.572], [-4.712, 2.112, 1.666], [-5.477, 1.747, 0.099], [-1.412, 2.598, -1.232], [0.788, -0.018, -2.682], [0.472, 1.738, -2.614], [2.427, 1.527, 1.772], [3.739, 0.482, 2.363], [6.048, 1.038, 1.757], [6.398, 2.016, 0.333], [6.931, -0.295, -0.183], [5.347, -0.853, 0.334], [5.502, 0.145, -1.116]], "forces_ev_per_a": [[0.1, 0.1, 0.2], [-0.2, 0.0, -0.2], [0.2, -0.1, 0.2], [-0.1, 0.0, 0.0], [0.0, 0.1, 0.0], [0.2, 0.5, 0.1], [-0.9, -0.4, -1.2], [0.8, -0.4, 0.8], [-0.5, 0.8, -0.7], [0.2, -0.9, 0.1], [0.5, 0.1, 1.0], [0.1, 0.5, 0.0], [0.0, -0.1, 0.0], [-0.2, 0.0, 0.0], [-0.2, 0.1, 0.0], [0.0, -0.1, 0.0], [0.1, -0.1, 0.0], [-0.2, -0.1, 0.3], [0.0, 0.1, 0.0], [-0.1, -0.3, 0.0], [0.0, -0.1, 0.0], [-0.3, 0.5, 0.0], [0.2, -0.2, -0.1], [0.1, 0.0, -0.1], [0.0, 0.0, 0.0], [0.0, 0.0, 0.0], [0.3, 0.0, -0.6], [0.0, -0.1, 0.3], [-0.1, 0.1, 0.0], [0.0, 0.0, 0.1], [0.0, 0.0, 0.0], [0.3, -0.2, -0.1], [-0.4, 0.1, 0.1], [0.0, -0.1, 0.0], [0.0, 0.0, -0.1], [0.0, 0.1, 0.1], [0.0, 0.2, -0.1], [0.0, 0.1, -0.1], [0.0, -0.1, 0.0], [0.1, -0.1, 0.1], [-0.1, 0.1, 0.0], [0.1, 0.1, 0.1], [0.0, 0.0, 0.1], [0.1, -0.1, -0.1], [0.0, -0.1, -0.1], [0.0, 0.0, -0.1]]}



Record 4
{"formula": "C15H23NO2", "method": "wB97M-V/def2-TZVPD", "energy_ha": -790.212352, "smiles": "Cc1ccc(C)c(OCC(=O)NCC(C)C)c1C", "orbital_gap_ha": 0.332, "homo_energy_ha": -0.312, "relative_energy_kj_mol": 1132.2, "symbols": ["C", "C", "C", "C", "C", "C", "C", "C", "H", "H", "H", "O", "C", "C", "O", "N", "H", "C", "H", "H", "C", "C", "H", "H", "H", "C", "H", "H", "H", "H", "H", "H", "C", "H", "H", "H", "H", "H", "H", "H", "H"], "coordinates": [[3.295, -2.212, 1.019], [2.798, -1.140, 0.083], [2.561, -1.262, -1.287], [1.936, -0.388, -2.092], [1.571, 0.703, -1.689], [1.695, 1.006, -0.118], [2.243, -0.013, 0.807], [2.621, 0.429, 1.957], [1.892, -0.074, 2.653], [2.635, 1.433, 2.254], [3.586, 0.263, 2.343], [1.292, 2.425, 0.254], [0.221, 2.185, 1.000], [-1.018, 2.009, 0.362], [-1.902, 2.680, -0.181], [-1.163, 0.558, 0.238], [-0.294, -0.157, 0.470], [-2.159, -0.097, -0.599], [-2.728, 0.848, -1.015], [-1.704, -0.404, -1.477], [-2.878, -1.164, 0.004], [-3.665, -0.495, 1.471], [-2.853, 0.046, 2.020], [-4.083, -1.335, 2.060], [-4.315, 0.287, 0.764], [-3.732, -1.855, -0.833], [-4.306, -2.865, -0.290], [-3.265, -2.144, -1.713], [-4.649, -1.219, -1.073], [-2.039, -1.917, 0.501], [0.290, 1.862, 1.971], [0.042, 3.390, 1.266], [1.015, 2.016, -2.368], [1.594, 2.732, -2.340], [0.892, 1.596, -3.424], [0.032, 2.465, -2.012], [1.753, -0.535, -3.290], [2.639, -2.294, -1.424], [3.299, -3.096, 0.389], [2.526, -2.261, 1.919], [4.326, -2.008, 1.421]], "forces_ev_per_a": [[-0.6, 0.3, 0.6], [-2.1, 1.9, 0.9], [1.3, -3.1, 4.3], [1.2, -6.4, -8.4], [-4.0, 13.3, 9.1], [1.4, -1.4, -2.9], [-1.4, 2.4, -13.6], [0.5, 0.8, 10.6], [0.8, 0.4, 0.7], [-1.1, 2.0, -0.5], [1.5, -1.6, 0.1], [4.0, -5.5, -2.3], [-1.6, 10.1, 2.8], [-4.7, -6.0, -3.9], [2.1, 0.3, 1.6], [2.4, -1.4, 0.9], [-2.8, 3.0, -0.6], [0.2, 5.5, -0.9], [0.1, -2.0, 1.0], [1.3, -1.0, -1.9], [2.5, -0.5, 8.8], [1.1, 0.6, -4.8], [-1.0, -0.4, -0.5], [-0.4, 0.9, -0.6], [0.9, -2.0, 2.9], [-6.9, -3.4, 0.5], [2.0, 2.7, -1.6], [0.7, -0.8, -1.8], [1.1, -0.6, -0.1], [-1.8, 1.6, -1.3], [0.6, -2.0, 2.1], [-0.1, -2.2, 0.3], [-6.6, -9.2, -1.9], [6.4, 6.8, 0.2], [-0.1, 1.3, 0.9], [1.0, -1.3, -0.2], [0.7, -0.3, 2.9], [0.6, -1.5, -1.8], [0.2, -0.7, 0.6], [1.8, -0.3, -1.8], [-1.0, -0.2, -0.3]]}



Record 5
{"formula": "C15H24AsF4N2PdTe", "method": "wB97M-V/def2-TZVPD", "energy_ha": -3726.619945, "orbital_gap_ha": [0.199, 0.200], "homo_energy_ha": [-0.107, -0.107], "relative_energy_kj_mol": 50.0, "total_charge": -1, "symbols": ["Pd", "C", "C", "N", "C", "C", "C", "C", "N", "C", "C", "F", "C", "F", "C", "C", "F", "C", "F", "H", "H", "H", "H", "H", "H", "H", "H", "H", "H", "H", "H", "H", "H", "H", "Te", "C", "As", "C", "C", "H", "H", "H", "H", "H", "H", "H", "H", "H"], "coordinates": [[0.411, -0.351, 0.322], [-4.062, 0.719, 1.307], [-2.592, 0.344, 1.097], [-2.126, 0.345, -0.300], [-2.953, -0.478, -1.168], [-2.953, -1.943, -0.765], [-1.948, 1.689, -0.831], [-0.809, 2.472, -0.200], [0.440, 1.751, -0.321], [1.592, 2.434, -0.186], [2.797, 1.824, -0.603], [2.752, 0.593, -1.171], [4.026, 2.427, -0.512], [5.104, 1.733, -0.952], [4.202, 3.708, -0.014], [3.044, 4.335, 0.390], [3.113, 5.581, 0.914], [1.798, 3.743, 0.311], [0.766, 4.478, 0.804], [-4.246, 0.857, 2.375], [-4.746, -0.057, 0.954], [-4.327, 1.652, 0.806], [-2.392, -0.637, 1.527], [-1.952, 1.022, 1.658], [-2.557, -0.377, -2.181], [-3.992, -0.110, -1.205], [-1.929, -2.272, -0.584], [-3.390, -2.554, -1.556], [-3.525, -2.120, 0.148], [-2.869, 2.289, -0.728], [-1.744, 1.598, -1.901], [-1.054, 2.745, 0.833], [-0.779, 3.414, -0.762], [5.172, 4.172, 0.068], [1.133, -0.109, 2.738], [0.035, -4.163, 0.056], [1.154, -2.570, 0.117], [2.179, -2.882, -1.510], [2.472, -3.207, 1.397], [0.673, -5.047, 0.030], [-0.605, -4.149, -0.826], [-0.592, -4.186, 0.945], [2.642, -3.867, -1.468], [2.945, -2.109, -1.571], [1.540, -2.809, -2.389], [2.826, -4.200, 1.107], [2.032, -3.228, 2.389], [3.294, -2.496, 1.413]], "forces_ev_per_a": [[-0.2, 0.5, -1.2], [0.0, 0.0, 0.0], [0.0, 0.1, -0.1], [-0.1, -0.1, 0.2], [0.0, 0.1, 0.0], [0.0, 0.0, 0.0], [-0.1, 0.0, 0.0], [0.1, 0.1, -0.1], [-0.4, -0.6, 0.4], [0.1, 0.1, 0.1], [0.3, -0.2, -0.2], [0.0, 0.3, 0.1], [0.1, -0.2, -0.1], [0.0, 0.1, 0.0], [0.0, -0.1, 0.0], [-0.1, 0.1, 0.0], [0.0, -0.1, -0.1], [-0.1, 0.1, 0.1], [0.0, -0.1, -0.1], [0.0, 0.0, 0.0], [0.0, 0.0, 0.0], [0.0, 0.0, 0.0], [0.0, -0.1, 0.0], [0.0, 0.0, 0.0], [0.0, 0.0, 0.0], [0.0, 0.0, -0.1], [0.0, 0.0, 0.0], [0.0, 0.0, 0.0], [0.0, 0.0, 0.0], [0.0, 0.0, -0.1], [0.0, -0.1, 0.0], [0.0, 0.0, 0.1], [0.1, 0.1, 0.1], [0.0, 0.0, 0.0], [0.1, -0.1, 0.2], [-0.2, 0.0, 0.0], [0.3, 0.1, 0.8], [0.0, 0.2, -0.1], [0.0, -0.2, -0.1], [0.0, 0.0, 0.0], [0.0, 0.0, 0.0], [0.0, 0.0, 0.0], [0.0, 0.0, 0.0], [0.0, 0.0, 0.0], [0.0, 0.0, 0.0], [0.0, 0.0, 0.0], [0.0, 0.1, 0.0], [0.0, 0.0, 0.0]]}



Repeat the first record exactly.
{"formula": "C15H23N3O4S", "method": "wB97M-V/def2-TZVPD", "energy_ha": -1448.851429, "smiles": "CC(C)[C@@H]1CC[C@@H](C)C[C@H]1OC(=O)CSc1n[nH]c(=O)[nH]c1=O", "orbital_gap_ha": 0.326, "homo_energy_ha": -0.323, "relative_energy_kj_mol": 68.5, "symbols": ["C", "H", "H", "H", "C", "C", "C", "C", "C", "C", "H", "H", "H", "H", "H", "C", "C", "H", "H", "H", "C", "H", "H", "H", "H", "H", "O", "C", "O", "C", "H", "H", "S", "C", "N", "N", "C", "O", "N", "C", "O", "H", "H", "H", "H", "H"], "coordinates": [[-1.411, -3.889, -0.050], [-2.244, -4.532, -0.323], [-0.699, -3.881, -0.872], [-0.921, -4.313, 0.824], [-1.901, -2.474, 0.242], [-0.734, -1.573, 0.642], [-1.220, -0.153, 0.929], [-1.903, 0.452, -0.306], [-3.081, -0.452, -0.675], [-2.606, -1.871, -0.972], [-3.461, -2.493, -1.248], [-1.916, -1.857, -1.818], [-3.589, -0.048, -1.551], [-3.796, -0.483, 0.149], [-1.178, 0.421, -1.125], [-2.289, 1.931, -0.094], [-2.554, 2.617, -1.434], [-3.425, 2.188, -1.924], [-1.697, 2.512, -2.095], [-2.741, 3.677, -1.281], [-3.483, 2.126, 0.838], [-4.396, 1.749, 0.385], [-3.328, 1.623, 1.789], [-3.620, 3.187, 1.039], [-1.424, 2.426, 0.362], [-1.923, -0.172, 1.770], [-0.148, 0.663, 1.440], [0.912, 0.936, 0.696], [1.103, 0.593, -0.440], [1.913, 1.740, 1.510], [1.433, 2.204, 2.368], [2.442, 2.457, 0.887], [3.146, 0.567, 2.174], [4.185, 0.411, 0.791], [4.060, 1.186, -0.227], [4.885, 1.024, -1.269], [5.879, 0.086, -1.374], [6.584, -0.029, -2.343], [5.997, -0.711, -0.244], [5.210, -0.648, 0.890], [5.364, -1.384, 1.832], [6.723, -1.420, -0.271], [4.703, 1.630, -2.060], [-0.237, -1.966, 1.532], [-0.005, -1.543, -0.170], [-2.613, -2.515, 1.075]], "forces_ev_per_a": [[-0.2, 0.2, 0.2], [-0.1, -0.1, 0.0], [0.1, 0.0, -0.1], [0.1, -0.1, 0.1], [0.2, -0.1, -0.3], [-0.2, 0.1, 0.2], [-0.1, -0.4, -0.5], [0.0, 0.2, 0.3], [0.3, 0.0, -0.2], [-0.2, 0.0, 0.3], [0.0, -0.1, -0.1], [0.1, 0.0, -0.1], [-0.1, 0.1, 0.0], [-0.1, 0.0, 0.0], [0.0, 0.0, 0.1], [0.0, 0.0, -0.1], [0.1, -0.1, 0.2], [-0.1, 0.0, -0.1], [0.1, 0.0, -0.1], [-0.1, 0.1, 0.0], [0.3, 0.0, -0.1], [-0.1, -0.1, 0.0], [-0.1, -0.1, 0.2], [-0.1, 0.1, 0.1], [-0.1, 0.0, -0.1], [0.1, 0.0, -0.1], [-0.2, 0.1, 0.4], [0.5, 0.4, 0.0], [-0.2, -0.1, -0.2], [0.2, -0.4, -0.1], [0.1, 0.0, 0.0], [-0.2, 0.1, 0.0], [-0.4, 0.1, 0.5], [-0.2, 0.6, -0.6], [0.0, -0.3, 0.7], [0.1, 0.1, -0.4], [-0.1, 0.1, 0.1], [0.2, -0.1, -0.3], [0.1, -0.1, 0.0], [0.2, -0.1, -0.3], [-0.1, 0.0, 0.1], [-0.1, 0.1, 0.0], [0.1, -0.2, 0.2], [0.0, 0.0, 0.0], [0.0, 0.0, 0.0], [0.0, 0.0, 0.0]]}